(1)
{
  "formula": "C42H40F10O3P",
  "method": "wB97M-V/def2-TZVPD",
  "charge": 1,
  "largest_force_ev_per_a": 0.7,
  "e_tot_ha": -3189.93019,
  "orbital_gap_ev": 6.21,
  "symbols": ["P", "F", "F", "F", "F", "F", "F", "F", "F", "F", "F", "O", "O", "O", "C", "C", "C", "C", "C", "C", "C", "C", "C", "C", "C", "C", "C", "C", "C", "C", "C", "C", "C", "C", "C", "C", "C", "C", "C", "C", "C", "C", "C", "C", "C", "C", "C", "C", "C", "C", "C", "C", "C", "C", "C", "C", "H", "H", "H", "H", "H", "H", "H", "H", "H", "H", "H", "H", "H", "H", "H", "H", "H", "H", "H", "H", "H", "H", "H", "H", "H", "H", "H", "H", "H", "H", "H", "H", "H", "H", "H", "H", "H", "H", "H", "H"],
  "coordinates": [[-2.978, -1.224, 3.003], [-5.497, 2.327, -4.024], [-8.043, 2.476, 2.227], [-3.812, 5.995, -4.279], [-3.882, -1.936, 1.985], [7.658, -1.953, -3.803], [-6.297, -3.108, 5.467], [-5.911, -1.812, 3.781], [-5.618, -3.950, 3.609], [9.517, -0.781, -0.001], [4.619, -2.045, 1.423], [-4.202, -2.801, 4.839], [0.911, -1.806, 3.465], [1.501, -2.380, 5.549], [2.916, -3.091, 3.722], [3.209, -1.759, -2.416], [-2.030, 3.379, -6.010], [-9.816, 2.016, 3.715], [-6.875, 2.428, -0.689], [-3.582, -1.549, 4.703], [9.240, -4.380, -0.076], [-9.919, -0.166, 4.736], [-6.307, 1.932, -1.855], [2.357, -1.536, -1.344], [8.614, 0.033, -2.982], [-5.515, -2.923, 4.426], [9.479, -2.065, 0.418], [-6.054, 2.809, -2.889], [7.680, -0.598, -3.775], [-0.403, -1.597, 3.934], [-6.345, 4.155, -2.810], [-1.924, 6.136, -5.670], [-1.037, 4.118, -6.639], [-7.183, 3.777, -0.581], [2.828, -1.634, -0.041], [-8.764, -0.538, 4.062], [4.540, -2.080, -2.186], [6.757, 0.100, -4.525], [-6.918, 4.634, -1.640], [4.158, -1.951, 0.154], [-2.897, 5.373, -5.057], [1.749, -2.429, 4.382], [8.628, 1.420, -2.948], [9.633, -2.329, 1.763], [-10.441, 1.109, 4.559], [9.392, -4.675, 1.272], [9.587, -3.649, 2.187], [7.713, 2.148, -3.697], [-1.300, -1.725, 2.690], [9.281, -3.064, -0.516], [-8.674, 1.614, 3.055], [-0.986, 5.495, -6.466], [5.028, -2.175, -0.891], [-2.974, 4.003, -5.206], [6.777, 1.486, -4.481], [-8.135, 0.353, 3.204], [2.838, -1.680, -3.429], [5.210, -2.256, -3.017], [-6.124, 4.807, -3.644], [-0.914, -1.054, 1.915], [7.727, 3.229, -3.667], [-7.078, 1.757, 0.134], [-4.185, -0.707, 5.053], [9.160, -2.814, -1.562], [9.705, -3.876, 3.239], [6.064, -2.416, -0.690], [-11.342, 1.401, 5.081], [-3.146, 0.140, 2.761], [-10.201, 3.015, 3.567], [3.173, -3.999, 4.262], [-8.360, -1.531, 4.200], [-2.076, 2.307, -6.148], [6.039, -0.436, -5.131], [-0.214, 6.075, -6.954], [2.682, -3.331, 2.686], [9.790, -1.514, 2.457], [-3.752, 3.439, -4.709], [-1.910, 7.207, -5.524], [9.356, 1.930, -2.331], [1.320, -1.279, -1.523], [-7.629, 4.158, 0.327], [-2.684, -1.581, 5.328], [-7.243, 0.086, 2.652], [9.093, -5.176, -0.793], [9.309, -0.555, -2.403], [2.186, -1.461, 0.814], [-1.307, -2.754, 2.321], [3.763, -2.404, 3.704], [-7.160, 5.685, -1.560], [9.361, -5.702, 1.608], [6.056, 2.049, -5.059], [-10.409, -0.866, 5.399], [-0.662, -2.314, 4.714], [-0.306, 3.624, -7.265], [-0.481, -0.587, 4.358], [-6.065, 0.884, -1.971]]
}

(2)
{
  "formula": "C42H40F42N12O29S14",
  "method": "wB97M-V/def2-TZVPD",
  "charge": -2,
  "largest_force_ev_per_a": 5.3,
  "e_above_lowest_kcal_mol": 367.6,
  "e_tot_ha": -14231.62819,
  "orbital_gap_ev": 1.11,
  "symbols": ["S", "S", "S", "S", "S", "S", "S", "S", "S", "S", "S", "S", "S", "S", "F", "F", "F", "F", "F", "F", "F", "F", "F", "F", "F", "F", "F", "F", "F", "F", "F", "F", "F", "F", "F", "F", "F", "F", "F", "F", "F", "F", "F", "F", "F", "F", "F", "F", "F", "F", "F", "F", "F", "F", "F", "F", "O", "O", "O", "O", "O", "O", "O", "O", "O", "O", "O", "O", "O", "O", "O", "O", "O", "O", "O", "O", "O", "O", "O", "O", "O", "O", "O", "O", "O", "N", "N", "N", "N", "N", "N", "N", "N", "N", "N", "N", "N", "C", "C", "C", "C", "C", "C", "C", "C", "C", "C", "C", "C", "C", "C", "C", "C", "C", "C", "C", "C", "C", "C", "C", "C", "C", "C", "C", "C", "C", "C", "C", "C", "C", "C", "C", "C", "C", "C", "C", "C", "C", "C", "H", "H", "H", "H", "H", "H", "H", "H", "H", "H", "H", "H", "H", "H", "H", "H", "H", "H", "H", "H", "H", "H", "H", "H", "H", "H", "H", "H", "H", "H", "H", "H", "H", "H", "H", "H", "H", "H", "H", "H"],
  "coordinates": [[11.956, -14.269, -2.055], [20.677, -12.659, 2.728], [6.087, -14.034, -14.454], [9.374, -4.949, -10.359], [18.164, -13.041, -17.326], [23.756, -1.124, -3.648], [21.485, -0.311, -2.446], [7.349, -15.394, -12.733], [22.293, -6.032, -13.046], [11.853, -4.230, -10.175], [19.057, -10.931, 3.895], [13.501, -16.201, -2.900], [20.522, -5.053, -14.614], [18.433, -14.883, -15.586], [13.949, -14.318, -4.681], [19.615, -15.087, 2.210], [14.010, -16.234, -5.554], [24.321, -4.301, -12.260], [16.568, -10.778, -17.226], [15.728, -15.615, -4.211], [6.711, -13.471, -16.896], [19.365, -0.387, -4.147], [25.568, -2.677, -4.647], [18.472, -13.612, -13.209], [23.627, -3.049, -5.672], [7.808, -12.221, -15.521], [10.938, -11.896, -1.114], [18.713, -12.341, 6.290], [19.405, -2.607, -13.783], [19.571, -13.763, 0.469], [12.346, -1.984, -8.637], [20.947, -2.430, -15.422], [8.582, -17.443, -11.482], [9.998, -16.080, -12.357], [12.680, -1.791, -10.901], [20.553, 1.456, -4.264], [24.048, -3.688, -3.628], [18.369, -10.166, 6.351], [17.074, -11.535, -19.261], [12.817, -12.498, -0.163], [7.851, -3.927, -12.423], [16.553, -14.594, -13.648], [6.874, -5.272, -11.234], [18.865, -3.231, -15.738], [5.740, -11.798, -15.816], [12.653, -11.665, -2.303], [14.050, -2.873, -9.542], [7.239, -3.287, -10.351], [24.875, -6.255, -11.910], [24.815, -5.579, -14.062], [19.167, 1.247, -2.614], [18.381, -15.847, -13.161], [21.462, -14.557, 1.043], [8.913, -17.335, -13.701], [16.871, -11.625, 5.394], [15.691, -12.680, -18.192], [20.938, -1.225, -1.500], [19.840, -14.558, -15.661], [11.002, -14.928, -1.188], [9.043, -5.513, -9.047], [24.150, -0.008, -4.549], [22.245, 0.771, -1.847], [24.272, -1.202, -2.280], [21.745, -6.263, -11.714], [14.432, -17.197, -2.322], [11.591, -14.181, -3.472], [22.396, -7.232, -13.885], [7.764, -14.409, -11.802], [20.743, -5.493, -15.958], [21.212, -11.596, 1.876], [4.927, -14.789, -15.032], [11.951, -5.043, -8.955], [12.428, -4.750, -11.450], [20.280, -10.163, 4.175], [12.231, -16.812, -3.368], [6.104, -16.069, -12.334], [19.470, -5.756, -13.897], [13.671, -3.533, -0.280], [9.804, -5.955, -11.463], [18.130, -16.210, -16.086], [19.217, -12.060, -16.953], [18.114, -10.185, 3.068], [21.743, -13.258, 3.531], [18.446, -13.904, -18.478], [5.701, -13.234, -13.269], [22.189, -1.254, -3.701], [17.288, -20.259, -26.229], [21.768, -4.595, -13.770], [10.229, -3.629, -10.398], [19.255, -12.556, 3.440], [14.602, -10.304, -10.021], [7.450, -14.805, -14.397], [12.519, -2.572, 2.120], [17.346, -13.649, -16.139], [18.133, -7.831, -4.310], [13.271, -17.484, -20.950], [13.401, -14.818, -1.961], [15.432, -18.321, -21.668], [12.789, -17.635, -22.205], [12.504, -16.812, -19.910], [18.127, -20.920, -27.208], [14.511, -4.035, 2.579], [14.048, -10.422, -8.819], [16.742, -9.580, -5.285], [14.709, -9.895, -7.688], [15.792, -19.162, -24.086], [13.903, -3.328, -1.657], [13.595, -18.173, -23.228], [12.779, -2.544, -9.775], [16.797, -8.933, -6.563], [16.575, -9.417, -9.083], [12.127, -12.449, -1.329], [14.923, -18.584, -22.950], [17.182, -19.192, -24.118], [14.479, -2.584, 0.459], [13.862, -10.744, -11.190], [6.649, -12.758, -15.770], [17.521, -7.761, -6.604], [19.909, -3.154, -14.907], [20.301, -14.162, 1.562], [20.046, 0.600, -3.430], [8.795, -16.678, -12.541], [15.997, -9.390, -7.785], [14.415, -15.546, -4.452], [24.267, -2.746, -4.524], [17.433, -8.971, -4.212], [7.701, -4.264, -11.096], [16.765, -11.939, -18.081], [14.117, -2.627, 1.977], [17.938, -19.747, -25.224], [18.724, -7.404, -3.080], [15.842, -9.852, -10.161], [17.957, -14.737, -13.726], [15.981, -20.391, -26.331], [24.198, -5.493, -12.791], [14.597, -17.669, -20.673], [18.145, -7.201, -5.486], [15.243, -19.842, -25.252], [18.179, -11.255, 5.638], [17.637, -9.256, -9.199], [13.603, -4.076, -2.391], [12.528, -15.742, -20.117], [17.471, -7.148, -7.492], [19.333, -6.527, -3.299], [14.297, -9.975, -6.692], [14.430, -4.120, 3.663], [12.037, -2.696, 2.999], [17.730, -18.746, -23.301], [19.315, -8.245, -2.719], [15.573, -4.246, 2.457], [14.890, -17.555, -19.640], [12.890, -10.254, -11.252], [12.807, -17.131, -18.913], [18.782, -6.350, -5.678], [14.183, -19.923, -25.442], [16.428, -18.599, -21.357], [18.111, -20.247, -28.065], [17.816, -7.213, -2.507], [14.491, -1.858, 2.654], [13.763, -11.821, -11.057], [17.710, -21.926, -27.258], [15.543, -2.782, 0.331], [11.465, -17.087, -20.090], [16.229, -9.786, -11.168], [11.852, -17.122, -22.364], [13.947, -4.874, 2.172], [13.115, -18.166, -24.196], [14.236, -1.574, 0.131], [12.214, -1.652, 1.836], [12.108, -3.313, 1.571], [19.012, -19.856, -25.251], [13.422, -2.401, -1.969], [16.165, -10.449, -5.007], [15.671, -21.090, -27.094], [19.169, -21.023, -26.903], [17.359, -9.486, -3.265], [14.988, -3.272, -1.744], [13.039, -10.807, -8.777], [14.362, -10.555, -12.140]]
}

(3)
{
  "formula": "C42H40IN3O5",
  "method": "wB97M-V/def2-TZVPD",
  "largest_force_ev_per_a": 7.0,
  "e_tot_ha": -2462.46240,
  "orbital_gap_ev": 8.29,
  "smiles": "CCOC[C@](C#N)([C@H](I)CC)[C@@](C#N)(CC)CNC.O=C1c2ccccc2C(=O)c2ccccc21.O=C1c2ccccc2C(=O)c2ccccc21",
  "symbols": ["I", "O", "O", "O", "O", "O", "N", "N", "N", "C", "C", "C", "C", "C", "C", "C", "C", "C", "C", "C", "C", "C", "C", "C", "C", "C", "C", "C", "C", "C", "C", "C", "C", "C", "C", "C", "C", "C", "C", "C", "C", "C", "C", "C", "C", "C", "C", "C", "C", "C", "C", "H", "H", "H", "H", "H", "H", "H", "H", "H", "H", "H", "H", "H", "H", "H", "H", "H", "H", "H", "H", "H", "H", "H", "H", "H", "H", "H", "H", "H", "H", "H", "H", "H", "H", "H", "H", "H", "H", "H", "H"],
  "coordinates": [[4.461, 6.333, 2.701], [-5.538, -3.631, -4.475], [-0.267, -2.175, -3.361], [5.491, 2.443, 4.911], [-4.686, -3.713, -9.742], [-2.487, -0.737, 1.274], [3.056, -0.044, 4.670], [2.478, 2.347, 6.909], [2.902, 3.477, 0.738], [-4.889, -3.665, -8.540], [2.451, 2.365, 4.106], [-0.605, 2.219, -1.010], [-1.583, -2.396, -7.264], [4.445, -0.594, 4.510], [-2.922, -4.706, 0.028], [-3.822, -3.228, -7.613], [-8.695, -4.784, -6.967], [-0.171, 2.331, 4.822], [3.960, 5.198, 5.513], [-3.049, -2.736, -5.378], [3.549, 3.399, 3.510], [-4.052, -3.188, -6.238], [-6.212, -4.037, -7.988], [6.622, 3.211, 5.396], [3.227, 3.461, 1.911], [-0.711, -0.439, -1.842], [-1.546, -2.825, -1.502], [-8.488, -4.755, -8.345], [2.452, 2.242, 5.699], [3.392, 4.914, 4.034], [5.077, 2.832, 3.583], [-6.427, -4.042, -6.610], [-0.033, 0.508, -2.612], [-5.352, -3.623, -5.681], [-7.247, -4.388, -8.855], [2.647, 0.835, 3.527], [-1.686, -4.135, -1.964], [-2.790, -3.400, 0.488], [-2.110, -2.454, -0.281], [-0.798, -1.839, -2.314], [2.869, 6.035, 6.404], [-1.315, -0.058, -0.643], [-2.006, -1.059, 0.200], [-2.582, -2.840, -8.124], [8.021, 2.409, 5.444], [0.019, 1.834, -2.195], [-1.819, -2.336, -5.891], [0.913, 2.762, 3.689], [-7.668, -4.427, -6.100], [-1.266, 1.274, -0.232], [-2.377, -5.072, -1.201], [-2.393, -2.880, -9.193], [2.942, 7.173, 6.217], [-1.042, -1.981, -5.221], [3.342, 0.794, 2.615], [-1.261, -4.428, -2.919], [0.451, 0.216, -3.539], [6.807, 4.203, 4.853], [6.371, 3.493, 6.497], [5.113, -0.096, 5.295], [-3.221, -3.120, 1.444], [-9.294, -5.021, -9.022], [5.170, 1.878, 2.922], [8.047, 1.455, 4.814], [-0.239, 3.100, 5.688], [2.299, 5.291, 4.020], [-0.575, 3.257, -0.692], [4.887, 5.880, 5.461], [4.214, 4.272, 6.132], [1.622, 0.426, 3.159], [0.543, 2.570, -2.797], [0.590, 2.249, 2.699], [-7.838, -4.446, -5.028], [2.413, -0.863, 4.631], [4.851, -0.561, 3.439], [5.747, 3.618, 3.076], [-0.054, 1.253, 5.188], [-7.090, -4.373, -9.930], [-2.489, -6.089, -1.564], [3.129, 5.833, 7.518], [4.385, -1.717, 4.802], [8.289, 2.220, 6.558], [-1.747, 1.580, 0.693], [0.769, 3.886, 3.522], [-1.212, 2.376, 4.302], [8.851, 3.124, 5.050], [1.786, 5.653, 6.232], [-3.455, -5.440, 0.626], [-9.662, -5.079, -6.569], [-3.225, -2.690, -4.307], [-0.620, -2.091, -7.663]]
}

What did we get for E_LUMO? Answer: -4.3, -4.3, -1.2 eV, in the order shown.
What did we get for HOMO level? Answer: -10.55, -5.45, -9.46 eV, in the order shown.